Formula: C3H10N5
Source: OMol25
Level of theory: the ωB97M-V functional and the def2-TZVPD basis

## Properties
charge: +1
frontier orbital gap (alpha / beta): 8.4 / 8.4 eV

```
18
Properties=species:S:1:pos:R:3:forces:R:3
C -1.283490 -0.269099 -0.975972 0.1 1.4 1.1
C 2.227612 -0.139566 -0.243955 0.1 -0.8 -2.6
C -1.170604 1.040255 -0.126095 -1.0 -1.8 0.5
N -1.303073 -1.479365 -0.523936 -0.5 -1.1 -0.8
N -0.717749 -1.980571 0.591761 2.3 -0.1 2.2
N 0.597714 -1.479774 0.620649 -3.1 0.9 -2.6
N 0.903659 -0.680439 -0.280237 1.3 -0.7 1.1
N -1.301659 0.821024 1.327368 1.1 -1.4 -1.8
H -1.447883 -0.246907 -2.034825 -0.6 0.5 -0.4
H 2.874394 -0.646726 -1.049676 -1.0 1.3 0.8
H 1.935804 0.878020 -0.405113 1.3 1.0 -0.4
H 2.736647 -0.280732 0.651966 0.8 -0.1 1.9
H -1.906740 1.772380 -0.480352 0.0 -0.3 -0.5
H -0.202789 1.472697 -0.161085 1.0 0.4 -1.1
H 1.313476 -1.668670 1.330594 -0.9 -0.8 0.5
H -1.630239 -2.245932 -1.148173 0.3 0.8 0.4
H -2.102621 0.291105 1.554147 -1.1 -0.5 0.4
H -1.386230 1.717748 1.690248 -0.2 1.7 1.3
```
Positions in Å, forces in eV/Å.

=====

Formula: C3H10N6
Source: OMol25
Level of theory: the ωB97M-V functional and the def2-TZVPD basis

## Properties
frontier orbital gap: 8.3 eV

```
19
Properties=species:S:1:pos:R:3:forces:R:3
C 1.348279 -2.197990 0.055485 -0.5 1.0 1.0
C -1.323996 1.863385 0.340237 0.6 -1.0 1.4
C -1.478848 -0.811328 -0.443481 2.1 -1.7 2.0
N 2.222355 1.156846 -0.039294 1.0 -1.2 0.0
N 2.312955 -0.126690 0.107673 1.8 0.8 -1.6
N 1.017310 1.647082 -0.000142 -1.8 5.1 1.6
N 1.267908 -0.742902 0.439892 -2.2 -1.9 1.2
N -0.218717 1.210722 -0.310470 -0.2 -3.0 -1.5
N -0.229227 -0.081995 -0.689356 0.5 0.8 -0.8
H 2.383862 -2.563027 0.164964 -0.5 0.2 -0.3
H 0.665952 -2.738630 0.752713 0.5 0.2 -0.7
H 0.957511 -2.212076 -0.974226 0.4 -0.5 0.2
H -1.533915 2.770027 -0.144884 -0.6 1.2 -0.9
H -2.178785 1.166673 0.339895 0.5 0.8 0.2
H -0.952542 2.108406 1.331702 -0.7 -0.1 0.6
H -1.732328 -0.867927 0.656714 0.0 0.3 -0.9
H -2.283343 -0.425070 -1.003422 -1.0 0.2 -0.8
H -1.213738 -1.878053 -0.701945 -0.7 1.2 -0.1
H 0.969302 2.722546 0.117937 0.6 -2.5 -0.6
```
Positions in Å, forces in eV/Å.

=====

Formula: C3H10NO
Source: OMol25
Level of theory: the ωB97M-V functional and the def2-TZVPD basis

## Properties
<S²>: 0.751
frontier orbital gap (alpha / beta): 4.3 / 11.5 eV
multiplicity: 2

```
15
Properties=species:S:1:pos:R:3:forces:R:3
O 0.132680 2.638972 -0.252750 -1.0 0.1 0.7
C 0.801816 1.391143 -0.347107 0.3 1.2 -1.4
C -0.256609 0.479500 0.226030 0.1 -0.3 1.9
N -0.226547 -0.856452 -0.443394 1.8 -1.3 4.7
C -0.545893 -2.012118 0.575736 -1.6 -0.8 -1.0
H 0.672982 3.348195 -0.543709 0.9 0.9 -0.4
H 0.929816 1.196715 -1.458272 0.4 -0.2 1.3
H 1.793260 1.468273 0.224881 -1.4 -0.8 -0.9
H -1.272114 0.867595 0.183903 0.2 0.3 -0.7
H -0.085013 0.458158 1.355040 -0.1 -0.8 -1.6
H 0.852891 -0.986870 -0.675315 -0.2 -0.4 -0.3
H -0.745719 -0.937041 -1.283625 -1.2 0.0 -1.5
H -0.973869 -1.745459 1.553139 0.9 0.8 -0.4
H 0.324872 -2.674846 0.669605 0.0 0.6 -0.1
H -1.402554 -2.635766 0.215839 0.9 0.5 -0.5
```
Positions in Å, forces in eV/Å.